# C20H44O34S8

C20H44O34S8 as an isolated structure (ωB97M-V/def2-TZVPD, the Open Molecules 2025 dataset).

Atoms and positions in Å:
H: 3.08 3.74 1.19
H: 3.79 -7.34 -4.08
C: -5.06 -2.93 -2.10
H: -1.27 2.82 0.76
C: -8.60 2.22 1.26
O: -6.71 1.04 0.77
C: 4.00 4.04 1.69
O: 0.00 4.17 -1.13
O: -4.31 -2.68 0.10
H: -5.30 -2.47 -3.09
O: 1.37 -4.22 -2.88
H: 4.42 -1.96 -6.01
H: -1.11 2.49 -1.59
S: -4.88 -0.46 3.81
C: -1.75 3.57 0.21
H: 3.26 -7.67 -1.64
O: 3.23 -5.66 -2.08
O: 3.47 -0.98 -4.49
C: -0.06 -2.52 -0.40
O: 3.69 -3.83 -3.63
H: 3.47 -1.18 4.52
C: 3.60 1.02 4.62
H: 3.77 4.41 2.76
H: -2.30 0.20 2.04
O: 2.47 -5.81 -4.39
H: 0.45 -2.74 1.82
O: -5.78 -0.94 2.79
O: -4.81 1.17 3.76
O: 5.45 4.35 -0.20
H: 4.07 -0.31 -6.35
O: 2.47 -2.37 0.95
H: -9.18 1.70 0.43
O: 1.49 1.72 2.37
H: 2.60 0.16 -1.72
H: 0.79 -3.21 -0.41
H: 5.39 -0.22 -0.54
C: -3.57 1.63 3.10
O: 4.12 -1.72 -0.64
H: -1.98 3.96 -1.87
H: 4.01 1.03 3.59
S: -0.32 -0.14 -0.31
C: -7.65 1.23 1.85
O: 1.06 5.57 0.56
O: -3.39 -0.76 3.42
C: 4.58 -0.44 -1.19
O: -0.09 -0.73 1.17
O: -0.65 6.57 -0.87
O: 1.76 -0.23 3.81
O: 0.06 1.47 4.45
H: -3.14 2.43 3.71
O: -1.76 -0.12 -0.53
O: 2.83 0.01 0.34
O: -5.31 3.03 0.23
O: -1.29 4.80 0.82
O: 7.16 3.84 1.50
C: 3.35 0.37 -0.99
O: 4.49 -1.22 1.79
H: -5.95 -3.48 -1.80
H: -3.69 -1.36 -1.50
O: 4.89 2.97 1.69
H: 2.35 -0.36 5.71
S: -0.16 5.45 -0.15
O: 2.43 1.96 4.59
O: -6.90 2.03 -1.41
H: -9.27 2.65 1.96
O: -7.69 3.20 0.64
S: 2.64 -4.74 -3.28
H: 4.98 -0.30 -2.20
H: -5.39 -1.17 -0.90
O: 6.42 2.13 -0.10
S: 3.51 -1.42 0.75
C: 2.63 -6.91 -2.24
O: 0.45 1.01 -0.56
H: 4.31 1.27 5.37
C: 2.36 -1.57 -6.47
H: -1.74 0.47 3.69
C: 3.71 -1.21 -5.88
H: 2.29 -1.46 -7.54
H: 1.66 -0.82 -6.09
H: -2.80 3.47 0.31
S: -6.53 2.33 -0.08
H: 5.34 5.79 1.31
O: -5.04 -0.92 5.18
H: 2.88 -1.75 -4.22
H: 2.13 -7.81 -4.28
C: 4.60 5.16 0.81
H: -4.18 -2.15 0.86
H: 1.96 -2.52 -6.16
C: -4.58 -1.92 -1.08
C: 2.77 -7.11 -3.79
H: 3.63 1.42 -0.94
C: 2.91 -0.29 4.77
H: -7.17 1.54 2.74
C: -1.25 3.48 -1.19
H: -1.23 -2.35 1.66
H: 1.66 -6.91 -1.82
S: 1.28 1.29 3.72
H: -4.44 -3.80 -2.38
H: -8.03 0.18 2.01
O: 0.23 -1.36 -1.12
H: -3.73 1.81 2.07
H: 3.89 5.71 0.21
C: -2.60 0.36 3.05
H: -0.91 -3.02 -0.82
C: -0.26 -2.17 1.16
S: 6.11 3.26 0.72

Results
lowest unoccupied orbital energy: 0.09 eV